The following is a DFT calculation (wB97M-V/def2-TZVPD) of a cluster of 4 separate species, C14H37N2O13PS3 in total.

Output
Kohn-Sham gap	9.3	eV
LUMO energy	0.50	eV
total charge	0
energy above the lowest of the compared OMol25 structures with the same formula, charge and spin	0.00	kcal per mole

Atoms and positions in Å:
C1 -1.624 -1.234 4.823
C2 -1.440 -1.374 3.308
C3 -0.697 -0.163 2.744
O1 0.588 -0.578 2.290
C4 1.504 0.459 2.087
N1 2.224 0.225 0.831
C5 2.696 1.444 0.274
O2 3.726 1.988 0.548
O3 1.789 1.942 -0.594
P1 2.322 2.860 -1.898
N2 0.978 2.487 -2.883
O4 1.813 4.326 -1.369
H1 -2.290 -0.392 5.023
H2 -0.660 -1.008 5.286
H3 -2.050 -2.121 5.291
H4 -2.418 -1.454 2.831
H5 -0.861 -2.265 3.069
H6 -0.582 0.607 3.517
H7 -1.243 0.285 1.905
H8 0.996 1.426 2.005
H9 2.201 0.509 2.933
H10 3.036 -0.360 0.998
H11 0.564 3.279 -3.355
H12 1.185 1.749 -3.547
H13 2.123 5.010 -1.977
O5 -1.932 -4.763 5.952
S1 -1.801 -5.492 4.725
O6 -2.477 -5.021 3.557
O7 -2.183 -7.009 4.992
C6 -3.447 -7.265 5.658
C7 -4.628 -7.147 4.720
C8 -0.101 -5.741 4.354
H14 -3.532 -6.590 6.511
H15 -3.340 -8.279 6.037
H16 -4.778 -6.119 4.394
H17 -5.528 -7.484 5.235
H18 -4.477 -7.765 3.836
H19 0.396 -6.134 5.235
H20 0.300 -4.765 4.085
H21 -0.026 -6.427 3.514
O8 -4.663 -0.889 -0.228
S2 -4.171 -0.969 -1.571
O9 -3.493 -2.156 -1.995
O10 -3.278 0.304 -1.869
C9 -2.245 0.635 -0.899
C10 -1.015 -0.228 -1.031
C11 -5.465 -0.610 -2.706
H22 -2.684 0.576 0.098
H23 -2.018 1.678 -1.109
H24 -1.216 -1.264 -0.756
H25 -0.231 0.153 -0.377
H26 -0.645 -0.211 -2.056
H27 -5.955 0.310 -2.400
H28 -6.157 -1.448 -2.662
H29 -5.039 -0.520 -3.702
O11 6.004 3.913 -5.364
S3 5.361 5.015 -4.716
O12 4.180 4.768 -3.944
O13 5.068 6.143 -5.793
C12 4.428 5.732 -7.028
C13 2.939 5.516 -6.865
C14 6.512 5.910 -3.739
H30 4.931 4.838 -7.399
H31 4.637 6.549 -7.714
H32 2.730 4.652 -6.236
H33 2.492 5.348 -7.845
H34 2.473 6.391 -6.412
H35 7.390 6.124 -4.341
H36 6.765 5.267 -2.898
H37 6.036 6.823 -3.390